(1)
Molecular formula: C47H127N15O16
Method: DFT, wB97M-V/def2-TZVPD

Summary:
DFT total energy = -105902.713 eV
max |F| = 0.076 hartree/bohr
HOMO level = -8.4 eV
ΔE to the lowest compared entry with this formula, charge and spin = 0.0 kcal/mol
HOMO-LUMO gap = 0.318 Ha
SMILES string = COC[C@H](C)N.COC[C@H](C)N.COC[C@H](C)N.COC[C@H](C)N.COC[C@H](C)N.COCCNCCOC.COCCNCCOC.COCCNCCOC.COCCNCCOC.NC(N)=O.NC(N)=O.NC(N)=O
molecular weight = 1158.622 g mol⁻¹

Geometry as ORCA input:
```
! RIJCOSX wB97M-V def2-TZVPD def2/J DEFGRID3
* xyz 0 1
C -1.462 -3.497 3.410
O -0.828 -2.268 3.731
C 0.019 -2.473 4.891
C 0.819 -1.204 5.055
C 1.901 -1.019 4.030
N 1.502 -1.284 6.366
H -2.213 -3.296 2.627
H -1.959 -4.009 4.233
H -0.808 -4.267 2.976
H -0.648 -2.770 5.698
H 0.726 -3.295 4.685
H 0.154 -0.353 5.098
H 1.482 -0.897 3.034
H 2.571 -1.863 3.890
H 2.401 -0.092 4.228
H 2.162 -2.057 6.334
H 0.964 -1.148 7.196
C -3.061 3.124 -4.615
O -4.330 2.562 -4.197
C -5.444 3.029 -4.791
C -6.038 2.029 -5.784
C -7.297 2.568 -6.436
N -6.259 0.812 -5.047
H -3.162 3.299 -5.702
H -2.266 2.400 -4.397
H -2.865 4.115 -4.170
H -6.149 3.163 -3.962
H -5.264 3.976 -5.297
H -5.303 1.893 -6.577
H -7.538 1.869 -7.227
H -7.191 3.564 -6.893
H -8.067 2.655 -5.673
H -6.895 0.204 -5.528
H -5.374 0.340 -4.809
C -1.274 -5.890 0.452
O -2.218 -6.742 1.075
C -2.470 -7.891 0.309
C -3.560 -8.652 1.011
C -3.832 -9.909 0.290
N -4.784 -7.869 1.175
H -1.504 -5.601 -0.589
H -0.306 -6.397 0.328
H -1.228 -4.982 1.014
H -2.754 -7.657 -0.766
H -1.508 -8.425 0.228
H -3.174 -8.880 2.034
H -4.015 -9.637 -0.761
H -4.685 -10.489 0.606
H -2.950 -10.496 0.437
H -5.300 -7.781 0.326
H -4.715 -6.931 1.550
C 3.362 4.064 0.406
O 3.455 3.266 1.580
C 2.870 3.893 2.699
C 3.504 3.161 3.787
C 2.701 3.466 5.025
N 4.904 3.546 3.885
H 3.511 5.154 0.583
H 2.412 4.009 -0.176
H 4.254 3.809 -0.171
H 3.067 4.935 2.740
H 1.796 3.800 2.684
H 3.396 2.085 3.566
H 2.201 4.418 4.925
H 3.272 3.407 5.948
H 1.871 2.758 5.084
H 5.365 3.373 2.994
H 5.386 3.009 4.562
C 4.333 -5.058 1.224
O 4.057 -6.417 1.362
C 2.813 -6.802 0.729
C 2.596 -8.275 1.162
C 3.660 -9.118 0.459
N 1.193 -8.607 0.894
H 5.331 -4.843 1.671
H 3.563 -4.490 1.789
H 4.407 -4.801 0.162
H 1.889 -6.244 1.070
H 2.854 -6.632 -0.350
H 2.788 -8.368 2.230
H 3.502 -10.159 0.773
H 4.661 -8.869 0.808
H 3.669 -9.127 -0.645
H 0.938 -9.500 1.259
H 1.154 -8.571 -0.111
C -6.537 -1.066 6.441
O -6.078 -0.426 5.257
C -5.428 -1.335 4.374
C -4.920 -0.523 3.271
N -5.939 0.125 2.462
C -5.436 0.820 1.351
C -4.757 2.177 1.670
O -5.742 2.853 2.455
C -5.296 3.892 3.278
H -7.239 -1.850 6.116
H -7.046 -0.348 7.067
H -5.700 -1.465 7.004
H -6.092 -2.127 4.017
H -4.583 -1.646 4.937
H -4.333 -1.093 2.569
H -4.198 0.166 3.711
H -6.467 0.791 3.014
H -6.245 1.011 0.645
H -4.656 0.208 0.782
H -4.434 2.685 0.756
H -3.861 1.936 2.299
H -4.687 3.530 4.093
H -6.181 4.368 3.722
H -4.856 4.645 2.586
C 0.731 2.288 -6.271
O 1.404 3.435 -6.795
C 0.541 4.482 -7.266
C 1.304 5.581 -8.028
N 0.423 6.704 -8.186
C 0.398 7.639 -7.006
C -0.199 8.976 -7.368
O -1.616 8.883 -7.526
C -2.209 10.166 -7.716
H -0.011 1.882 -6.960
H 0.279 2.524 -5.307
H 1.577 1.584 -6.206
H 0.011 5.014 -6.483
H -0.234 4.166 -7.992
H 1.589 5.371 -9.054
H 2.253 5.818 -7.500
H 0.571 7.254 -9.016
H 1.444 7.905 -6.896
H -0.052 7.177 -6.119
H 0.213 9.289 -8.427
H 0.195 9.807 -6.700
H -1.832 10.976 -7.097
H -3.271 9.983 -7.436
H -2.212 10.526 -8.752
C 5.839 -0.209 0.655
O 6.931 -0.284 1.485
C 6.792 0.377 2.762
C 5.772 -0.299 3.752
N 6.341 -1.637 4.011
C 5.336 -2.622 4.350
C 6.084 -3.903 4.708
O 6.656 -3.918 5.982
C 7.418 -5.100 6.126
H 5.554 0.811 0.604
H 4.977 -0.811 1.001
H 6.100 -0.569 -0.354
H 6.488 1.391 2.508
H 7.769 0.395 3.266
H 4.858 -0.421 3.204
H 5.604 0.360 4.615
H 6.712 -1.977 3.120
H 4.598 -2.792 3.575
H 4.910 -2.362 5.312
H 6.925 -3.989 4.000
H 5.432 -4.802 4.596
H 7.844 -5.120 7.145
H 8.275 -5.085 5.450
H 6.769 -5.998 5.995
C -2.706 1.772 -1.554
O -1.813 2.187 -0.528
C -0.767 3.039 -0.923
C 0.224 2.330 -1.885
N 0.605 0.986 -1.460
C 1.412 0.998 -0.226
C 1.922 -0.463 0.084
O 0.722 -1.227 0.259
C 0.998 -2.506 0.902
H -2.115 1.449 -2.393
H -3.406 2.535 -1.838
H -3.343 0.940 -1.248
H -0.223 3.238 -0.006
H -1.144 3.939 -1.449
H 1.137 2.922 -1.904
H -0.262 2.285 -2.886
H -0.238 0.447 -1.338
H 0.852 1.318 0.672
H 2.302 1.629 -0.315
H 2.508 -0.426 1.003
H 2.475 -0.901 -0.746
H 0.040 -3.000 0.779
H 1.288 -2.452 1.925
H 1.803 -3.002 0.355
N -1.480 0.893 2.377
C -0.984 1.935 2.987
N -1.184 3.159 2.347
O -0.288 1.949 3.974
H -1.893 0.947 1.450
H -0.966 0.031 2.507
H -1.799 3.137 1.579
H -1.314 3.852 3.025
N -1.099 -1.452 -3.946
C 0.272 -1.665 -4.244
N 1.277 -1.104 -3.588
O 0.460 -2.393 -5.194
H -1.726 -1.888 -4.603
H -1.392 -0.703 -3.338
H 2.136 -1.133 -4.103
H 1.284 -0.481 -2.788
N 1.100 6.073 -2.805
C 0.935 5.115 -3.762
N 2.083 4.641 -4.224
O -0.177 4.649 -3.969
H 1.887 6.689 -2.769
H 0.237 6.413 -2.435
H 2.065 4.225 -5.169
H 2.986 5.023 -3.930
*
```

(2)
Molecular formula: C47H129N8O18
Method: DFT, wB97M-V/def2-TZVPD

Summary:
DFT total energy = -99600.838 eV
max |F| = 0.028 hartree/bohr
HOMO level = -2.8 eV
HOMO-LUMO gap = 0.168 Ha
molecular weight = 1094.587 g mol⁻¹

Geometry as ORCA input:
```
! RIJCOSX wB97M-V def2-TZVPD def2/J DEFGRID3
* xyz -1 1
C 0.970 1.364 -2.448
C 0.982 0.532 -1.172
C 2.070 1.092 -0.238
C 1.963 0.661 1.217
C 0.555 0.932 1.705
C -0.549 0.370 0.829
N -0.317 0.679 -0.545
O -1.415 0.421 -1.379
C -1.856 1.020 1.273
C -0.702 -1.144 1.175
C 1.361 -0.924 -1.517
H 0.121 1.045 -3.054
H 1.896 1.176 -3.003
H 0.857 2.426 -2.224
H 1.946 2.178 -0.287
H 3.049 0.785 -0.621
H 2.674 1.179 1.872
H 2.201 -0.404 1.350
H 0.409 2.025 1.797
H 0.362 0.645 2.747
H -1.895 0.947 2.366
H -2.740 0.564 0.833
H -1.841 2.056 0.927
H -1.069 -1.263 2.204
H 0.236 -1.698 1.109
H -1.462 -1.591 0.536
H 1.326 -1.551 -0.630
H 2.412 -0.951 -1.858
H 0.802 -1.377 -2.331
C -4.823 -1.885 2.008
O -5.767 -1.641 3.056
H -3.843 -1.654 2.427
H -4.791 -2.935 1.713
H -5.012 -1.181 1.197
H -6.646 -1.882 2.754
C 2.718 -2.121 3.908
O 2.415 -2.095 5.277
H 3.580 -2.751 3.692
H 1.892 -2.531 3.307
H 2.903 -1.116 3.506
H 1.732 -1.422 5.422
C 5.659 1.490 0.132
O 6.928 1.929 0.596
H 5.701 0.443 -0.175
H 4.881 1.674 0.869
H 5.327 2.042 -0.757
H 7.609 1.531 0.050
C 4.349 0.103 -4.571
O 4.998 0.490 -3.389
H 4.843 -0.777 -5.006
H 3.285 -0.144 -4.444
H 4.351 0.911 -5.302
H 5.056 -0.288 -2.816
C 1.699 -4.580 -0.108
C 1.086 -5.039 1.202
C -0.401 -5.345 1.071
O -0.991 -5.616 2.336
C -1.134 -4.488 3.168
N 1.833 -6.231 1.677
H 1.546 -5.274 -0.943
H 2.776 -4.520 0.041
H 1.235 -3.641 -0.410
H 1.246 -4.252 1.938
H -0.549 -6.240 0.466
H -0.888 -4.473 0.607
H -1.400 -3.594 2.589
H -0.235 -4.238 3.744
H -1.953 -4.680 3.860
H 1.281 -6.586 2.461
H 1.712 -6.979 0.994
C -1.999 -1.239 -6.956
C -0.822 -1.087 -6.006
C 0.186 -0.026 -6.401
O -0.404 1.236 -6.442
C 0.459 2.216 -6.972
N -1.319 -0.788 -4.651
H -2.497 -0.278 -7.094
H -2.668 -2.020 -6.602
H -1.612 -1.491 -7.951
H -0.253 -2.035 -6.008
H 0.640 -0.318 -7.363
H 0.978 -0.051 -5.631
H 0.956 1.823 -7.865
H 1.190 2.508 -6.203
H -0.120 3.108 -7.206
H -1.888 -1.579 -4.344
H -0.534 -0.820 -4.007
C -6.663 -1.563 -3.248
C -5.930 -0.259 -3.534
C -5.491 0.429 -2.256
O -4.867 1.644 -2.577
C -4.565 2.372 -1.422
N -4.796 -0.439 -4.453
H -5.937 -2.347 -3.020
H -7.222 -1.876 -4.132
H -7.352 -1.482 -2.402
H -6.543 0.472 -4.071
H -4.760 -0.176 -1.699
H -6.394 0.633 -1.657
H -5.430 2.749 -0.850
H -4.018 3.251 -1.770
H -3.924 1.847 -0.703
H -5.156 -0.386 -5.400
H -4.436 -1.388 -4.371
C -2.368 4.579 2.022
C -3.320 5.721 2.362
C -4.766 5.283 2.256
O -5.112 4.817 0.949
C -4.919 5.761 -0.057
N -3.151 6.159 3.776
H -1.339 4.914 2.161
H -2.513 4.280 0.982
H -2.500 3.709 2.672
H -3.137 6.562 1.694
H -5.418 6.145 2.440
H -4.934 4.437 2.921
H -3.925 5.814 -0.516
H -5.175 6.775 0.296
H -5.625 5.593 -0.873
H -3.361 5.324 4.323
H -2.165 6.319 3.963
C 0.629 -4.107 -3.879
C 1.795 -3.434 -4.589
C 3.088 -3.760 -3.853
O 3.298 -5.156 -3.845
C 4.427 -5.550 -3.112
N 1.826 -3.931 -5.979
H 0.714 -5.190 -3.947
H -0.349 -3.749 -4.200
H 0.690 -3.796 -2.831
H 1.706 -2.345 -4.587
H 3.034 -3.381 -2.821
H 3.942 -3.227 -4.304
H 4.441 -5.128 -2.102
H 5.358 -5.284 -3.629
H 4.368 -6.634 -3.012
H 2.729 -3.742 -6.414
H 1.867 -4.948 -5.923
C 1.824 6.498 -1.078
C 1.154 5.550 -0.087
C 1.624 5.733 1.351
O 3.009 5.520 1.487
C 3.382 4.163 1.414
N -0.301 5.666 -0.198
H 1.500 6.256 -2.091
H 2.904 6.392 -1.001
H 1.522 7.530 -0.873
H 1.491 4.550 -0.411
H 1.058 5.073 2.021
H 1.469 6.783 1.616
H 2.748 3.537 2.063
H 4.364 4.021 1.869
H 3.349 3.814 0.382
H -0.534 5.641 -1.186
H -0.777 4.857 0.185
C 1.510 1.680 5.203
C 1.535 0.814 6.452
C 1.504 1.570 7.759
O 2.003 0.720 8.782
C 2.374 1.446 9.926
N 0.443 -0.177 6.302
H 1.703 1.035 4.344
H 2.256 2.474 5.209
H 0.506 2.073 5.019
H 2.466 0.243 6.405
H 0.497 1.928 8.008
H 2.156 2.456 7.697
H 3.227 2.104 9.712
H 2.686 0.736 10.689
H 1.537 2.053 10.292
H 0.440 -0.708 7.176
H -0.488 0.238 6.338
C -2.795 -2.817 -1.706
C -3.129 -3.796 -2.799
O -3.164 -3.163 -4.099
O -1.461 -2.416 -1.725
H -3.101 -3.212 -0.719
H -3.438 -1.924 -1.793
H -4.158 -4.141 -2.651
H -2.397 -4.606 -2.785
H -2.800 -3.780 -4.739
H -1.411 -1.433 -1.529
C -2.486 2.121 5.527
C -3.081 0.968 4.745
O -4.038 0.347 5.592
O -1.944 1.678 6.768
H -3.284 2.851 5.723
H -1.714 2.638 4.961
H -2.255 0.301 4.462
H -3.541 1.334 3.822
H -4.440 -0.383 5.109
H -2.646 1.151 7.173
C 6.183 -2.677 0.043
C 4.897 -2.485 -0.702
O 5.088 -1.964 -2.013
O 6.967 -3.587 -0.751
H 5.949 -3.136 1.009
H 6.746 -1.749 0.156
H 4.277 -1.769 -0.155
H 4.315 -3.404 -0.781
H 5.731 -2.513 -2.475
H 7.793 -3.784 -0.302
*
```